[1]
The following is a DFT calculation (wB97M-V/def2-TZVPD) of one molecule with the formula C16H24N4O2S3 at a distorted geometry.

The calculation puts the HOMO energy at -8.4 eV. The orbital gap is 8.8 eV. Its net charge is 0. Its multiplicity is 1. As for the SMILES: CCN(CC)C(=O)CSc1nsc(SCC(=O)N(CC)CC)c1C#N.

The geometry in XYZ format:
```
49
Properties=species:S:1:pos:R:3:lowdin_charge:R:1
C -1.860 6.868 -3.046 -0.07
C -1.438 6.524 -1.621 -0.20
N -1.481 5.091 -1.380 -0.08
C -2.745 4.530 -0.955 -0.21
C -2.916 4.580 0.564 -0.06
C -0.337 4.389 -1.521 -0.53
O 0.720 4.902 -1.833 0.01
C -0.417 2.892 -1.284 -0.36
S 1.294 2.281 -1.431 1.05
C 0.954 0.600 -1.143 -0.69
N -0.263 0.168 -0.924 -0.32
S -0.318 -1.447 -0.665 1.09
C 1.386 -1.643 -0.889 -0.74
S 2.272 -3.136 -0.849 0.98
C 0.922 -4.361 -0.715 -0.35
C 0.236 -4.248 0.637 -0.55
O -0.837 -3.670 0.712 -0.04
N 0.862 -4.758 1.710 -0.08
C 2.135 -5.448 1.687 -0.22
C 1.966 -6.956 1.503 -0.06
C 0.220 -4.597 3.005 -0.20
C 0.666 -3.308 3.688 -0.06
C 1.964 -0.408 -1.136 -0.35
C 3.331 -0.193 -1.352 -0.23
N 4.454 -0.034 -1.523 0.18
H -1.186 6.392 -3.753 0.08
H -1.818 7.944 -3.194 0.07
H -2.875 6.530 -3.247 0.07
H -0.408 6.850 -1.458 0.12
H -2.089 7.020 -0.897 0.12
H -3.543 5.109 -1.428 0.12
H -2.830 3.500 -1.304 0.11
H -2.133 4.012 1.059 0.07
H -3.878 4.160 0.842 0.07
H -2.869 5.605 0.921 0.07
H -1.019 2.388 -2.041 0.09
H -0.789 2.630 -0.295 0.08
H 1.381 -5.330 -0.895 0.08
H 0.189 -4.142 -1.493 0.09
H 2.771 -5.039 0.899 0.08
H 2.632 -5.253 2.640 0.12
H 2.939 -7.439 1.505 0.08
H 1.467 -7.181 0.563 0.07
H 1.370 -7.375 2.310 0.07
H -0.859 -4.566 2.838 0.12
H 0.463 -5.465 3.621 0.12
H 0.189 -3.221 4.661 0.07
H 0.378 -2.453 3.082 0.08
H 1.745 -3.292 3.826 0.07
```


[2]
The following is a DFT calculation (wB97M-V/def2-TZVPD) of one molecule with the formula C4H6N2O at a distorted geometry.

The calculation puts the HOMO energy at -9.6 eV. The orbital gap is 10.5 eV. Its net charge is 0. Its multiplicity is 1. As for the SMILES: NN1CC=CC1=O.

The geometry in XYZ format:
```
13
Properties=species:S:1:pos:R:3:lowdin_charge:R:1
N -1.708 0.299 1.193 0.06
N -0.648 0.312 0.214 -0.18
C 0.591 1.026 0.351 -0.13
C 1.489 0.212 -0.714 -0.05
C 0.888 -0.898 -1.174 0.02
C -0.537 -0.759 -0.626 -0.48
O -1.341 -1.661 -0.622 0.05
H -2.638 0.492 0.698 0.12
H -1.707 -0.687 1.617 0.11
H 1.121 0.739 1.417 0.16
H 0.630 2.124 0.250 0.11
H 2.592 0.476 -0.821 0.12
H 1.269 -1.675 -1.784 0.10
```


[3]
The following is a DFT calculation (wB97M-V/def2-TZVPD) of C5H7N as an isolated structure.

The calculation puts the HOMO energy (alpha / beta) at -8.5 / -8.6 eV. The orbital gap (alpha / beta) is 7.4 / 7.5 eV. Its net charge is 0. Its multiplicity is 1.

The geometry in XYZ format:
```
13
Properties=species:S:1:pos:R:3:lowdin_charge:R:1
C 0.088 1.280 0.833 -0.11
N 0.568 -0.029 0.386 -0.13
C 0.685 -0.064 -1.106 -0.16
C -0.534 -0.926 -1.123 0.04
C -0.559 -0.980 0.238 -0.40
C -1.503 -1.682 1.033 0.17
H -0.473 1.150 1.762 0.08
H -0.586 1.770 0.099 0.09
H 0.925 1.958 1.025 0.08
H 0.582 0.889 -1.633 0.12
H 1.610 -0.551 -1.448 0.12
H -1.257 -1.162 -1.896 0.11
H -1.577 -1.309 2.074 -0.01
```


[4]
The following is a DFT calculation (wB97M-V/def2-TZVPD) of a 2-piece molecular cluster, C5H14 overall at a distorted geometry.

The calculation puts the HOMO energy at -10.4 eV. The orbital gap is 11.5 eV. Its net charge is 0. Its multiplicity is 1. As for the SMILES: CCC.CC.

The geometry in XYZ format:
```
19
Properties=species:S:1:pos:R:3:lowdin_charge:R:1
C -0.348 0.809 0.404 -0.15
C -0.040 0.548 1.905 -0.27
C -1.365 0.722 2.735 -0.11
H 0.324 1.262 -0.344 0.08
H -0.691 -0.138 -0.044 0.04
H -1.169 1.510 0.374 0.06
H 0.652 1.380 2.125 0.09
H 0.541 -0.337 2.145 0.09
H -1.316 1.756 3.121 0.07
H -1.705 0.020 3.477 0.05
H -2.233 0.869 2.086 0.05
C 0.623 -1.275 -1.756 -0.21
C 1.151 -0.845 -3.102 -0.17
H 1.376 -1.188 -0.943 0.07
H -0.151 -0.529 -1.363 0.03
H 0.286 -2.277 -1.564 0.06
H 2.236 -0.844 -3.169 0.06
H 1.100 0.268 -3.180 0.07
H 0.510 -1.304 -3.891 0.08
```


[5]
The following is a DFT calculation (wB97M-V/def2-TZVPD) of one molecule with the formula C4H6O2 at a distorted geometry.

The calculation puts the HOMO energy at -9.5 eV. The orbital gap is 8.9 eV. Its net charge is 0. Its multiplicity is 1.

The geometry in XYZ format:
```
12
Properties=species:S:1:pos:R:3:lowdin_charge:R:1
O 0.486 -2.647 -0.157 0.05
C 0.276 -1.522 0.273 -0.63
C 0.111 -0.539 -0.866 -0.05
C -0.194 1.045 -0.406 -0.15
C -0.192 0.937 1.064 0.12
O 0.175 -1.030 1.480 0.01
H 1.041 -0.552 -1.440 0.11
H -0.721 -0.889 -1.481 0.11
H 0.629 1.645 -0.822 0.11
H -1.159 1.336 -0.845 0.11
H -1.137 0.961 1.591 0.10
H 0.683 1.256 1.611 0.10
```


[6]
The following is a DFT calculation (wB97M-V/def2-TZVPD) of a 2-piece molecular cluster, C31H43FP overall at a distorted geometry.

The calculation puts the HOMO energy at -11.3 eV. The orbital gap is 5.5 eV. Its net charge is +1. Its multiplicity is 1.

The geometry in XYZ format:
```
76
Properties=species:S:1:pos:R:3:lowdin_charge:R:1
C -2.972 -3.391 -2.509 -0.20
C -1.719 -2.973 -3.282 -0.18
C -1.047 -1.718 -2.726 -0.22
C -0.893 -1.743 -1.195 -0.43
P -0.094 -0.150 -0.540 1.16
C 1.457 -0.217 -1.652 -0.45
C 2.374 0.975 -1.354 -0.22
C 3.616 0.967 -2.252 -0.19
C 4.368 -0.367 -2.260 -0.20
C 3.463 -1.596 -2.421 -0.19
C 2.179 -1.576 -1.571 -0.21
C -1.066 1.097 -1.609 -0.44
C -2.582 0.848 -1.583 -0.23
C -3.355 1.838 -2.464 -0.19
C -2.947 3.303 -2.267 -0.20
C -1.432 3.527 -2.180 -0.19
C -0.714 2.547 -1.238 -0.22
C -2.173 -2.120 -0.423 -0.23
C -2.813 -3.397 -0.987 -0.19
H -3.806 -2.733 -2.783 0.11
H -3.272 -4.393 -2.830 0.11
H -0.995 -3.797 -3.280 0.12
H -1.981 -2.791 -4.333 0.12
H -0.069 -1.567 -3.203 0.10
H -1.617 -0.841 -3.045 0.09
H -0.153 -2.521 -0.947 0.10
H 1.110 -0.088 -2.695 0.11
H 1.827 1.902 -1.553 0.08
H 2.633 1.006 -0.286 0.09
H 3.281 1.185 -3.272 0.12
H 4.283 1.793 -1.975 0.11
H 5.104 -0.356 -3.074 0.11
H 4.938 -0.458 -1.328 0.11
H 3.158 -1.657 -3.472 0.11
H 4.031 -2.516 -2.230 0.11
H 2.379 -1.848 -0.523 0.12
H 1.511 -2.368 -1.939 0.09
H -0.711 0.946 -2.643 0.11
H -2.822 -0.152 -1.960 0.07
H -2.948 0.853 -0.545 0.12
H -3.192 1.565 -3.516 0.12
H -4.434 1.719 -2.293 0.12
H -3.354 3.902 -3.091 0.11
H -3.414 3.678 -1.348 0.11
H -1.001 3.391 -3.181 0.12
H -1.211 4.562 -1.888 0.11
H -0.937 2.736 -0.178 0.11
H 0.365 2.716 -1.331 0.07
H -1.928 -2.242 0.646 0.08
H -2.891 -1.288 -0.435 0.09
H -3.786 -3.546 -0.502 0.11
H -2.175 -4.236 -0.688 0.11
F -0.568 -1.675 6.991 0.06
C -0.740 -1.544 5.631 -0.21
C -1.935 -2.022 5.073 0.06
C -2.166 -1.773 3.704 -0.03
C -1.291 -0.966 2.975 -0.01
C -0.078 -0.468 3.540 -0.17
C 0.714 0.475 2.821 0.12
C 1.574 1.421 3.475 -0.17
C 2.570 2.135 2.738 0.02
C 3.514 2.919 3.394 -0.04
C 3.541 2.972 4.810 -0.01
C 2.540 2.315 5.541 -0.04
C 1.501 1.681 4.885 -0.01
C 0.239 -0.904 4.878 0.06
H -2.641 -2.599 5.672 0.14
H -3.042 -2.205 3.213 0.12
H -1.541 -0.657 1.957 0.08
H 0.632 0.464 1.735 0.03
H 2.585 2.025 1.645 0.11
H 4.238 3.479 2.805 0.12
H 4.332 3.531 5.304 0.12
H 2.608 2.317 6.638 0.13
H 0.636 1.348 5.482 0.13
H 1.208 -0.680 5.326 0.13
```


[7]
The following is a DFT calculation (wB97M-V/def2-TZVPD) of one molecule with the formula C3H5N5 at a distorted geometry.

The calculation puts the HOMO energy at -8.7 eV. The orbital gap is 9.5 eV. Its net charge is 0. Its multiplicity is 1. As for the SMILES: c1nc[nH]nc[nH]n1.

The geometry in XYZ format:
```
13
Properties=species:S:1:pos:R:3:lowdin_charge:R:1
C -0.983 -1.423 -0.080 -0.31
N 0.305 -1.661 0.038 0.04
C 1.472 -1.016 0.056 -0.13
N 1.638 0.334 -0.148 -0.03
N 0.936 1.441 -0.075 0.02
C -0.345 1.573 -0.001 -0.18
N -1.459 0.790 0.073 -0.03
N -1.843 -0.459 -0.091 0.02
H -1.629 -2.330 -0.205 0.11
H 2.296 -1.759 0.270 0.14
H 2.576 0.541 -0.038 0.10
H -0.697 2.651 0.223 0.14
H -2.267 1.317 -0.021 0.10
```


[8]
The following is a DFT calculation (wB97M-V/def2-TZVPD) of C15H28NaO15 as an isolated structure.

The calculation puts the HOMO energy at -13.4 eV. The orbital gap is 11.6 eV. Its net charge is +1. Its multiplicity is 1.

The geometry in XYZ format:
```
59
Properties=species:S:1:pos:R:3:lowdin_charge:R:1
Na 17.217 -8.972 -8.982 0.45
C 15.533 -14.042 -6.932 -0.07
C 14.772 -13.749 -8.243 -0.07
O 15.429 -12.582 -8.770 0.05
C 16.482 -12.258 -8.000 -0.57
O 17.201 -11.328 -8.201 0.15
O 16.641 -13.117 -6.981 0.08
H 15.939 -15.047 -6.919 0.13
H 14.980 -13.809 -6.027 0.13
H 13.712 -13.566 -8.114 0.13
H 14.950 -14.552 -8.957 0.13
C 14.288 -8.946 -6.229 0.00
O 14.139 -7.619 -6.742 0.03
C 14.544 -7.401 -7.979 -0.59
O 14.835 -8.265 -8.779 0.09
O 14.576 -6.093 -8.186 0.03
C 14.836 -5.635 -9.521 0.00
H 14.852 -9.562 -6.925 0.08
H 13.293 -9.381 -6.118 0.10
H 14.763 -8.872 -5.258 0.09
H 13.940 -5.126 -9.876 0.11
H 15.089 -6.461 -10.173 0.07
H 15.646 -4.914 -9.459 0.10
C 17.191 -6.684 -3.825 0.00
O 17.391 -7.538 -4.967 0.03
C 17.766 -7.076 -6.144 -0.59
O 17.843 -7.819 -7.101 0.09
O 18.036 -5.784 -6.181 0.00
C 18.599 -5.289 -7.412 0.01
H 17.417 -5.648 -4.037 0.09
H 17.808 -7.062 -3.016 0.10
H 16.145 -6.754 -3.530 0.10
H 18.792 -4.237 -7.253 0.10
H 17.892 -5.460 -8.222 0.09
H 19.518 -5.829 -7.631 0.11
C 17.308 -12.619 -11.766 -0.01
O 16.098 -12.040 -12.254 0.03
C 15.779 -10.854 -11.762 -0.59
O 16.382 -10.293 -10.873 0.09
O 14.707 -10.411 -12.395 0.04
C 14.152 -9.175 -11.948 -0.01
H 17.168 -12.967 -10.741 0.09
H 18.107 -11.879 -11.749 0.09
H 17.558 -13.447 -12.417 0.10
H 13.347 -9.382 -11.244 0.11
H 13.789 -8.661 -12.830 0.10
H 14.902 -8.588 -11.422 0.06
C 18.735 -8.844 -13.400 0.00
O 17.706 -7.851 -13.418 0.00
C 17.349 -7.352 -12.243 -0.60
O 17.712 -7.772 -11.177 0.12
O 16.506 -6.326 -12.337 0.00
C 16.096 -5.803 -13.597 -0.02
H 18.732 -9.354 -14.356 0.10
H 18.555 -9.571 -12.610 0.08
H 19.696 -8.360 -13.232 0.11
H 15.049 -6.055 -13.758 0.10
H 16.685 -6.128 -14.449 0.10
H 16.190 -4.717 -13.562 0.10
```